{
  "formula": "C22H33N3O3S",
  "method": "the ωB97M-V functional and the def2-TZVPD basis",
  "symbols": ["C", "C", "C", "N", "C", "H", "C", "N", "C", "O", "C", "H", "H", "S", "O", "C", "C", "C", "O", "C", "N", "C", "C", "C", "C", "C", "C", "H", "H", "C", "H", "H", "H", "H", "H", "C", "H", "H", "H", "H", "H", "H", "H", "H", "H", "C", "C", "C", "H", "H", "H", "H", "H", "H", "H", "H", "H", "H", "H", "H", "H", "H"],
  "coordinates": [[2.717, -1.062, 5.903], [1.635, -0.623, 4.925], [0.350, -1.431, 5.118], [-0.639, -1.103, 4.106], [-1.471, -2.224, 3.707], [-2.391, -1.832, 3.269], [-0.745, -3.054, 2.641], [-0.251, -2.141, 1.643], [-0.136, -2.418, 0.340], [-0.473, -3.463, -0.183], [0.439, -1.254, -0.456], [0.473, -1.513, -1.511], [-0.150, -0.352, -0.305], [2.179, -0.906, 0.074], [2.117, -0.661, 1.522], [2.260, 0.819, -0.660], [1.847, 0.838, -2.071], [2.543, 0.485, -3.196], [1.714, 0.651, -4.257], [0.546, 1.093, -3.739], [0.584, 1.214, -2.443], [-0.582, 1.380, -4.594], [-1.779, 1.824, -4.031], [-2.859, 2.104, -4.840], [-2.778, 1.952, -6.222], [-1.582, 1.508, -6.775], [-0.492, 1.224, -5.975], [0.433, 0.881, -6.414], [-1.503, 1.385, -7.845], [-3.965, 2.245, -7.086], [-4.462, 3.157, -6.761], [-3.674, 2.352, -8.128], [-4.686, 1.430, -7.014], [-3.784, 2.448, -4.400], [-1.836, 1.941, -2.961], [3.921, -0.020, -3.411], [3.905, -1.085, -3.641], [4.383, 0.499, -4.248], [4.514, 0.135, -2.514], [3.294, 1.134, -0.531], [1.604, 1.437, -0.051], [0.192, -1.320, 2.042], [-1.417, -3.769, 2.164], [0.089, -3.607, 3.089], [-1.748, -2.868, 4.557], [-1.385, 0.116, 4.363], [-1.654, 0.884, 3.065], [-0.392, 1.541, 2.520], [0.409, 0.813, 2.425], [-0.052, 2.327, 3.192], [-0.587, 1.988, 1.546], [-2.060, 0.198, 2.320], [-2.409, 1.650, 3.258], [-0.796, 0.751, 5.028], [-2.340, -0.098, 4.871], [0.596, -2.491, 5.023], [-0.044, -1.273, 6.137], [1.984, -0.759, 3.901], [1.429, 0.439, 5.068], [3.619, -0.473, 5.761], [2.966, -2.110, 5.753], [2.381, -0.934, 6.931]],
  "forces_ev_per_angstrom": [[-0.146, 0.159, -0.105], [-0.028, -0.293, 0.209], [0.267, 0.254, -0.097], [-0.060, -0.033, 0.131], [0.139, -0.182, -0.185], [0.002, -0.028, 0.013], [-0.225, -0.104, 0.076], [-0.127, 0.099, 0.403], [0.186, 0.229, 0.014], [-0.075, -0.254, -0.231], [0.537, -0.067, -0.079], [-0.069, -0.021, -0.006], [0.020, 0.101, 0.027], [-0.656, 0.760, -1.244], [0.327, 0.053, 1.156], [0.172, -0.765, 0.126], [0.706, -0.230, -1.011], [0.031, 0.139, 1.167], [-0.124, -0.026, -0.341], [0.177, 0.042, 1.178], [-0.654, 0.171, -0.572], [-0.261, 0.034, -0.605], [0.210, -0.076, -0.012], [0.046, -0.022, -0.078], [0.090, -0.002, -0.005], [-0.128, 0.042, -0.003], [0.073, -0.006, 0.263], [0.067, -0.025, -0.051], [-0.002, 0.000, -0.099], [-0.035, -0.049, 0.017], [-0.063, 0.056, -0.037], [-0.035, 0.024, -0.073], [-0.086, -0.010, -0.052], [-0.087, 0.042, 0.058], [-0.033, 0.024, 0.119], [-0.294, -0.009, -0.289], [0.091, -0.052, 0.002], [0.123, 0.029, -0.003], [0.051, 0.004, 0.046], [0.020, -0.041, 0.119], [-0.035, -0.071, 0.117], [-0.020, -0.008, -0.244], [0.082, 0.002, 0.095], [-0.089, -0.049, -0.023], [-0.029, 0.073, -0.029], [-0.238, 0.116, -0.255], [0.114, 0.096, 0.257], [-0.241, -0.111, 0.051], [0.145, -0.017, -0.067], [0.075, 0.114, 0.061], [0.072, 0.066, -0.114], [-0.110, -0.024, -0.007], [-0.090, -0.033, -0.047], [-0.015, 0.009, 0.060], [0.109, 0.000, 0.055], [-0.002, -0.039, 0.051], [-0.005, -0.096, -0.033], [-0.066, 0.056, -0.019], [-0.035, 0.081, -0.075], [0.123, 0.006, 0.055], [0.068, -0.124, 0.022], [0.041, -0.015, 0.140]],
  "e_tot_ha": -1646.2926,
  "fmax_ev_per_a": 1.6,
  "e_above_lowest_kj_mol": 91.7,
  "e_lumo_ha": 0.0186,
  "gap_ev": 8.7
}

=====

{
  "formula": "C29H50NO18P",
  "method": "the ωB97M-V functional and the def2-TZVPD basis",
  "symbols": ["O", "C", "O", "C", "C", "C", "C", "C", "N", "C", "C", "C", "C", "C", "C", "C", "O", "P", "O", "O", "O", "H", "H", "H", "H", "H", "H", "H", "H", "H", "H", "H", "H", "H", "H", "H", "H", "H", "H", "C", "C", "O", "C", "O", "O", "C", "H", "H", "H", "H", "H", "H", "H", "H", "C", "C", "O", "C", "O", "O", "C", "H", "H", "H", "H", "H", "H", "H", "H", "C", "C", "O", "C", "O", "O", "C", "H", "H", "H", "H", "H", "H", "H", "H", "C", "C", "O", "C", "O", "O", "C", "H", "H", "H", "H", "H", "H", "H", "H"],
  "coordinates": [[3.067, 1.252, 7.722], [2.060, 1.352, 6.838], [0.633, 1.321, 7.205], [0.006, 0.679, 6.013], [0.821, 1.314, 4.703], [0.597, 0.218, 3.506], [1.965, -0.476, 2.930], [2.887, 0.536, 1.987], [3.973, 1.230, 2.779], [4.088, 2.703, 2.463], [4.373, 3.679, 3.747], [4.133, 5.320, 3.533], [4.349, 6.434, 4.746], [4.863, 5.932, 6.256], [5.103, 4.317, 6.443], [4.888, 3.227, 5.235], [5.177, 1.816, 5.535], [-0.184, 2.891, 4.303], [0.059, 3.439, 2.665], [0.213, 4.213, 5.369], [2.137, 1.462, 5.344], [-1.171, 0.751, 6.007], [0.364, -0.430, 6.131], [-0.056, 0.671, 2.641], [-0.049, -0.668, 3.979], [2.615, -1.025, 3.750], [1.609, -1.340, 2.186], [2.151, 1.248, 1.419], [3.439, -0.134, 1.168], [4.906, 0.752, 2.690], [3.117, 3.138, 1.922], [4.970, 2.865, 1.675], [3.796, 5.712, 2.472], [4.168, 7.593, 4.628], [5.029, 6.718, 7.131], [5.450, 3.937, 7.516], [6.041, 1.707, 6.039], [-0.045, 4.453, 2.670], [1.154, 4.472, 5.115], [-3.480, -2.283, -2.075], [-1.986, -2.436, -2.300], [-1.346, -1.155, -2.341], [-1.111, -0.577, -1.136], [-1.388, -1.052, -0.045], [-0.540, 0.634, -1.353], [-0.316, 1.387, -0.164], [-3.914, -1.605, -2.817], [-3.984, -3.251, -2.140], [-3.690, -1.852, -1.091], [-1.812, -2.910, -3.271], [-1.527, -3.079, -1.540], [0.244, 0.807, 0.576], [-1.272, 1.722, 0.250], [0.275, 2.270, -0.427], [4.913, -5.148, -1.794], [4.897, -3.652, -1.538], [4.961, -3.377, -0.133], [6.193, -3.467, 0.428], [7.230, -3.748, -0.156], [6.073, -3.217, 1.755], [7.290, -3.361, 2.482], [4.125, -5.646, -1.219], [4.766, -5.361, -2.856], [5.862, -5.594, -1.482], [3.954, -3.231, -1.901], [5.706, -3.141, -2.073], [8.095, -2.769, 2.035], [7.570, -4.418, 2.533], [7.123, -2.999, 3.501], [-1.933, 2.750, -3.453], [-2.275, 1.640, -4.431], [-3.691, 1.567, -4.640], [-4.206, 2.487, -5.494], [-3.576, 3.347, -6.091], [-5.549, 2.306, -5.550], [-6.228, 3.267, -6.354], [-2.503, 2.635, -2.525], [-0.865, 2.743, -3.217], [-2.189, 3.732, -3.862], [-1.967, 0.677, -4.011], [-1.745, 1.762, -5.383], [-5.790, 3.331, -7.355], [-6.209, 4.244, -5.861], [-7.270, 2.951, -6.455], [-7.950, -6.228, -5.416], [-8.087, -5.483, -4.100], [-7.031, -4.526, -3.948], [-7.189, -3.364, -4.629], [-8.139, -3.070, -5.340], [-6.096, -2.593, -4.409], [-6.096, -1.368, -5.138], [-6.951, -6.666, -5.509], [-8.696, -7.024, -5.490], [-8.081, -5.554, -6.268], [-7.996, -6.191, -3.271], [-9.068, -5.002, -4.007], [-7.022, -0.807, -4.975], [-5.950, -1.570, -6.204], [-5.260, -0.760, -4.783]],
  "forces_ev_per_angstrom": [[-7.051, 0.968, -6.573], [2.413, -0.528, 2.895], [2.978, -0.514, -2.335], [0.486, -0.465, 0.003], [-0.765, -1.114, 1.880], [0.396, -1.008, 0.393], [-0.102, -0.415, -1.276], [0.335, -1.675, -0.187], [-0.685, 1.180, -1.105], [0.744, 0.935, -0.457], [0.584, 3.007, 3.036], [0.941, -0.769, 3.602], [0.891, -3.964, 1.195], [-0.828, -3.224, -3.865], [-0.928, 1.819, -2.487], [-0.047, 2.621, -0.176], [0.564, 2.863, -0.458], [-2.253, 1.252, 0.382], [0.837, 1.592, 1.868], [2.106, -1.807, -2.833], [-0.140, -0.633, 2.853], [2.626, 0.194, 0.150], [-0.970, 1.834, -0.698], [1.429, -0.763, 1.693], [1.317, 1.957, -1.074], [-1.371, 1.486, -1.527], [0.583, 1.826, 1.634], [1.635, -1.013, 1.233], [-1.474, 1.251, 1.573], [-1.640, 0.802, -0.002], [1.974, -1.182, 1.372], [-1.714, -0.042, 1.701], [0.739, -0.942, 2.423], [0.350, -2.737, -0.091], [-0.408, -2.049, -2.110], [-0.859, 0.724, -2.695], [-1.679, 0.792, -0.807], [0.220, -2.234, 0.030], [-1.190, -0.094, 0.870], [-0.114, 0.230, 0.211], [-0.539, -0.647, 0.047], [0.577, 0.640, 0.872], [-0.400, -0.311, 0.442], [0.527, 0.707, -1.561], [-0.314, -1.055, -0.036], [0.068, 0.402, 0.423], [0.081, -0.222, -0.021], [0.067, 0.128, -0.069], [0.116, -0.148, -0.079], [0.163, 0.358, 0.088], [-0.039, 0.318, -0.023], [-0.279, 0.024, -0.226], [0.188, -0.149, 0.076], [-0.140, -0.251, -0.202], [0.183, -0.233, 0.186], [-0.022, -0.279, -0.663], [0.906, 0.252, 0.645], [0.384, -0.369, -0.401], [-1.506, 0.496, 0.874], [-0.089, -0.024, -1.062], [0.488, -0.031, 0.376], [-0.014, 0.149, -0.158], [-0.012, 0.065, 0.115], [-0.076, 0.158, -0.122], [0.116, 0.053, 0.383], [-0.025, -0.135, 0.284], [-0.164, -0.240, -0.035], [0.073, 0.213, -0.123], [-0.264, -0.038, -0.288], [-0.159, 0.357, -0.018], [0.821, 0.059, 0.257], [-0.735, 0.474, -0.878], [0.509, 0.518, -0.035], [-0.984, -1.322, 0.814], [1.013, -0.118, 0.067], [-0.363, 0.370, -0.345], [0.153, -0.145, -0.074], [-0.143, -0.088, -0.031], [0.087, -0.159, -0.061], [-0.361, 0.098, -0.087], [-0.289, 0.121, 0.104], [0.041, 0.064, 0.285], [0.115, -0.119, -0.195], [0.282, -0.164, 0.213], [0.108, 0.142, -0.300], [-0.452, -0.489, -0.199], [-0.010, 1.064, -0.235], [-0.386, -0.023, -0.476], [1.361, -0.400, 1.098], [-0.878, -0.785, 0.034], [0.096, 0.621, -0.266], [-0.157, -0.041, 0.144], [0.086, 0.081, 0.057], [-0.097, -0.057, 0.180], [0.239, 0.323, -0.027], [0.280, 0.088, -0.120], [0.141, -0.221, -0.122], [-0.189, 0.059, 0.145], [-0.110, -0.299, 0.088]],
  "e_tot_ha": -2885.0388,
  "fmax_ev_per_a": 9.7,
  "e_above_lowest_kj_mol": 1314.6,
  "e_lumo_ha": 0.0070,
  "gap_ev": 8.3
}

=====

{
  "formula": "C8H12N2O2S2",
  "method": "the ωB97M-V functional and the def2-TZVPD basis",
  "symbols": ["C", "C", "C", "N", "C", "N", "C", "C", "S", "C", "C", "S", "O", "O", "H", "H", "H", "H", "H", "H", "H", "H", "H", "H", "H", "H"],
  "coordinates": [[-2.098, 0.039, -1.211], [-1.224, 0.209, 0.043], [0.255, 0.440, -0.003], [0.544, 1.606, -0.785], [1.100, -1.042, -0.554], [0.773, -1.749, -1.538], [1.628, -2.801, -1.759], [2.721, -2.777, -0.866], [2.528, -1.513, 0.337], [0.672, 0.576, 1.468], [-0.100, 1.715, 2.130], [-1.748, 1.550, 1.229], [-2.061, 2.794, 0.548], [-2.774, 1.127, 2.179], [-1.812, -0.989, -1.683], [-2.147, 0.758, -2.015], [-3.194, 0.011, -0.888], [-1.418, -0.605, 0.699], [-0.149, 1.519, -1.618], [1.465, 1.507, -1.207], [1.479, -3.423, -2.528], [3.482, -3.456, -0.665], [1.798, 0.629, 1.632], [0.346, -0.372, 2.045], [-0.360, 1.592, 3.135], [0.298, 2.653, 1.872]],
  "forces_ev_per_angstrom": [[-1.176, -2.109, 0.186], [-1.056, 0.989, 0.086], [2.023, -3.090, -0.384], [-1.305, -0.741, -2.376], [-1.287, 4.024, 2.754], [-0.812, -0.809, -1.500], [2.941, 2.916, 4.548], [-2.757, 0.852, -0.388], [-0.367, -0.776, -1.713], [0.900, -1.487, 1.940], [-1.195, -1.357, -2.694], [-0.801, 1.953, 0.745], [0.463, -0.725, -0.211], [1.054, -0.674, -0.752], [-0.596, 1.829, 0.861], [0.777, 0.625, 0.064], [1.447, -0.298, -0.214], [-0.102, -1.148, 0.304], [1.706, 0.681, 1.647], [0.001, 0.253, 0.136], [-0.476, -2.305, -2.626], [1.155, -1.181, -0.240], [-1.389, 0.280, -0.364], [0.608, 1.171, -1.143], [-0.034, -0.172, 1.506], [0.276, 1.301, -0.173]],
  "e_tot_ha": -1368.3284,
  "fmax_ev_per_a": 6.2,
  "e_above_lowest_kj_mol": 191.3,
  "e_lumo_ha": 0.0134,
  "gap_ev": 10.0
}

=====

{
  "formula": "C18H29NO5",
  "method": "the ωB97M-V functional and the def2-TZVPD basis",
  "symbols": ["C", "C", "O", "C", "O", "C", "C", "O", "N", "C", "C", "O", "C", "C", "C", "C", "C", "C", "C", "C", "C", "C", "C", "O", "H", "H", "H", "H", "H", "H", "H", "H", "H", "H", "H", "H", "H", "H", "H", "H", "H", "H", "H", "H", "H", "H", "H", "H", "H", "H", "H", "H", "H"],
  "coordinates": [[-1.181, -3.817, -1.930], [-0.332, -3.380, -0.741], [-0.847, -2.226, -0.085], [-0.533, -1.011, -0.674], [0.870, -0.830, -0.541], [1.325, 0.445, -0.737], [2.801, 0.608, -0.932], [3.213, 1.473, -1.689], [3.641, -0.228, -0.280], [3.336, -1.064, 0.859], [3.998, -0.464, 2.108], [5.388, -0.323, 1.935], [5.681, 0.503, 0.829], [5.071, -0.060, -0.457], [0.526, 1.507, -0.836], [-0.961, 1.442, -0.644], [-1.414, 2.649, 0.156], [-1.394, 3.999, -0.498], [-2.701, 3.349, -0.164], [-1.326, 0.106, 0.024], [-2.827, -0.211, -0.014], [-3.571, 0.265, 1.233], [-5.061, -0.083, 1.179], [-5.324, -1.453, 1.365], [-0.785, -4.744, -2.335], [-1.172, -3.066, -2.716], [-2.209, -3.980, -1.616], [-0.339, -4.155, 0.029], [0.702, -3.197, -1.051], [-0.771, -1.011, -1.756], [2.264, -1.149, 1.006], [3.753, -2.061, 0.677], [3.862, -1.121, 2.968], [3.544, 0.517, 2.322], [6.769, 0.544, 0.758], [5.288, 1.517, 1.002], [5.235, 0.623, -1.291], [5.513, -1.037, -0.678], [0.970, 2.467, -1.037], [-1.442, 1.489, -1.630], [-1.118, 2.609, 1.198], [-1.077, 4.850, 0.084], [-1.106, 4.054, -1.537], [-3.301, 2.970, -0.978], [-3.285, 3.758, 0.647], [-0.987, 0.118, 1.065], [-3.274, 0.240, -0.903], [-2.932, -1.295, -0.097], [-3.473, 1.344, 1.334], [-3.138, -0.207, 2.117], [-5.592, 0.421, 1.991], [-5.486, 0.262, 0.224], [-4.792, -1.956, 0.738]],
  "forces_ev_per_angstrom": [[0.139, 0.265, 0.358], [0.013, -0.232, -0.176], [0.025, 0.244, 0.028], [-0.512, 0.192, 0.004], [0.229, 0.049, 0.016], [-0.441, 0.266, -0.186], [0.077, 0.004, -0.153], [-0.079, 0.167, -0.030], [0.199, -0.171, -0.034], [-0.043, 0.037, 0.614], [-0.265, -0.228, -0.128], [0.128, -0.067, 0.106], [0.014, -0.006, -0.352], [0.284, 0.276, 0.040], [0.002, -0.237, 0.062], [0.151, -0.072, 0.244], [-0.022, -0.136, -0.161], [0.103, 0.072, 0.039], [-0.154, 0.011, 0.102], [0.002, -0.307, -0.427], [0.139, 0.068, 0.280], [-0.394, -0.166, -0.248], [0.216, 0.501, 0.060], [0.046, -0.531, -0.036], [0.029, -0.109, -0.090], [-0.015, 0.026, -0.120], [-0.105, -0.044, 0.001], [0.100, 0.048, -0.112], [-0.052, -0.075, 0.092], [0.111, -0.027, 0.160], [0.114, -0.036, 0.023], [-0.080, 0.025, 0.043], [-0.072, 0.053, -0.034], [0.003, -0.082, -0.002], [-0.062, 0.062, -0.046], [0.045, -0.056, -0.024], [0.040, -0.120, 0.085], [0.005, 0.048, 0.008], [0.173, 0.057, -0.065], [-0.057, 0.005, 0.019], [-0.016, 0.074, 0.063], [-0.007, 0.038, 0.084], [0.022, -0.068, -0.136], [-0.005, -0.096, -0.117], [0.006, 0.040, 0.086], [0.062, 0.016, 0.016], [-0.047, 0.000, -0.077], [-0.074, 0.018, -0.064], [0.040, 0.077, 0.060], [0.023, 0.037, 0.084], [0.022, 0.028, -0.109], [0.016, 0.055, 0.108], [-0.075, 0.005, 0.038]],
  "e_tot_ha": -1134.1814,
  "fmax_ev_per_a": 0.6,
  "e_above_lowest_kj_mol": 54.2,
  "e_lumo_ha": 0.0267,
  "gap_ev": 9.6
}